# 1
48
Properties=species:S:1:pos:R:3:mulliken_charge:R:1 method="wB97M-V/def2-TZVPD" e_tot_ev=-45698.8715 lumo_energy_ev=0.6 relative_energy_kj_mol=95.2 gap_ev=9.312 e_homo_ev=-8.71 smiles="[H]/N=C(/N)NC[C@H](Oc1noc2ccc(-c3ccccc3Cl)cc12)c1ccccc1" multiplicity=1
H -4.34 -0.53 0.37 0.3219
N -4.92 -1.13 -0.20 -0.8069
C -4.85 -0.87 -1.45 0.6155
N -5.68 -1.50 -2.25 -0.4672
N -4.04 0.04 -1.99 -0.1480
C -2.84 0.44 -1.22 -1.8111
C -1.77 -0.67 -1.19 0.0265
O -0.69 -0.23 -0.33 -0.2896
C 0.01 -1.16 0.37 0.1221
N -0.05 -2.46 0.26 -0.4650
O 0.90 -3.05 1.16 -0.3976
C 1.48 -1.97 1.82 -0.4046
C 2.46 -1.96 2.80 -1.0011
C 2.97 -0.74 3.26 -0.4531
C 2.46 0.49 2.76 0.4573
C 2.97 1.80 3.25 0.2253
C 2.08 2.83 3.58 -0.3375
C 2.53 4.10 3.84 -0.7229
C 3.91 4.35 3.83 -0.3561
C 4.85 3.39 3.54 -0.6790
C 4.39 2.09 3.27 0.4202
Cl 5.61 0.92 2.81 -0.1934
C 1.46 0.44 1.79 -0.4112
C 1.01 -0.78 1.31 0.9940
C -1.21 -1.04 -2.60 0.2301
C -1.56 -2.23 -3.25 -0.0413
C -1.02 -2.54 -4.51 -0.7341
C -0.13 -1.71 -5.13 -0.3763
C 0.20 -0.48 -4.52 -0.7173
C -0.34 -0.18 -3.26 -0.0608
H -6.26 -2.21 -1.81 0.2711
H -6.15 -0.88 -2.90 0.2321
H -3.94 -0.03 -2.99 0.2962
H -3.07 0.72 -0.19 0.4088
H -2.40 1.33 -1.71 0.3184
H -2.22 -1.56 -0.76 0.7872
H 2.85 -2.90 3.14 0.4208
H 3.73 -0.70 4.03 0.5242
H 1.00 2.66 3.63 0.4509
H 1.84 4.89 4.07 0.3937
H 4.28 5.32 4.05 0.3778
H 5.91 3.59 3.49 0.4260
H 1.05 1.38 1.38 0.6258
H -2.29 -2.85 -2.72 0.3747
H -1.32 -3.45 -5.00 0.3821
H 0.27 -1.94 -6.08 0.4381
H 0.91 0.21 -4.99 0.3651
H -0.03 0.73 -2.75 0.3683

***

# 2
56
Properties=species:S:1:pos:R:3:mulliken_charge:R:1 method="wB97M-V/def2-TZVPD" e_tot_ev=-45808.7105 lumo_energy_ev="-11.5 / -11.5" gap_ev="6.299 / 6.349" e_homo_ev="-17.83 / -17.86" total_charge=+3 multiplicity=1
Mo -0.13 -0.09 0.10 1.0093
C 0.95 -5.84 4.37 -1.5367
C 0.51 -4.67 3.54 -0.1176
C -0.89 -4.48 3.25 -1.0393
C -1.34 -3.47 2.46 -0.6368
C -0.41 -2.56 1.91 2.0167
N -0.78 -1.51 1.17 0.1183
C -2.10 -1.04 0.87 0.2094
C -2.86 -0.45 1.92 -0.8353
C -4.21 -0.31 1.79 -0.8184
C -4.87 -0.77 0.63 0.3996
C -6.34 -0.58 0.50 -1.5247
C -4.13 -1.32 -0.43 -0.6330
C -2.77 -1.44 -0.33 1.2598
N -1.98 -1.77 -1.44 -0.0703
C -2.28 -2.38 -2.61 0.0268
C -1.19 -2.26 -3.44 -1.1037
C -0.25 -1.53 -2.71 -0.2469
N -0.73 -1.24 -1.50 0.3228
C 0.99 -2.73 2.18 0.7541
C 1.42 -3.79 3.01 -1.0128
N 1.88 -1.84 1.68 0.2704
C 3.23 -1.68 2.15 -0.2619
C 3.85 -0.75 1.45 -0.8924
C 2.92 -0.35 0.35 0.3678
N 1.61 -0.96 0.71 -0.3895
H 0.14 -6.21 5.00 0.4154
H 1.80 -5.57 5.00 0.4111
H 1.26 -6.65 3.72 0.3435
H -1.60 -5.18 3.67 0.4596
H -2.39 -3.35 2.26 0.5089
H -2.35 -0.15 2.83 0.5846
H -4.78 0.15 2.58 0.5330
H -6.85 -0.77 1.45 0.4409
H -6.77 -1.22 -0.28 0.4107
H -6.55 0.46 0.23 0.3498
H -4.64 -1.54 -1.36 0.4367
H -3.23 -2.87 -2.76 0.4886
H -1.09 -2.64 -4.44 0.4794
H 0.74 -1.22 -3.00 0.5046
H 2.47 -3.95 3.20 0.4258
H 3.57 -2.25 3.00 0.4546
H 4.86 -0.39 1.56 0.4851
H 3.25 -0.78 -0.60 0.2427
N 0.39 3.42 -0.72 -0.0443
C -0.87 2.86 -0.82 0.2383
N -1.92 3.50 -1.22 -0.4064
N -2.93 2.59 -1.12 -0.5969
N -2.52 1.46 -0.73 -0.1197
N -1.14 1.56 -0.50 0.2476
C 1.45 2.68 -0.39 0.6116
N 2.72 3.12 -0.21 -0.3893
N 3.43 2.08 0.12 -0.6178
N 2.63 1.06 0.17 0.4900
N 1.37 1.37 -0.17 -0.2912
H 0.50 4.41 -0.89 0.2678

***

# 3
49
Properties=species:S:1:pos:R:3:mulliken_charge:R:1 method="wB97M-V/def2-TZVPD" e_tot_ev=-46619.1597 lumo_energy_ev=-0.1 relative_energy_kj_mol=0.0 gap_ev=8.067 e_homo_ev=-8.18 smiles="Cc1ccc2[nH]c(=O)c3cc(C(=O)N4CCN(C(=O)c5ccco5)CC4)sc3c2c1" multiplicity=1
C -0.33 5.84 -4.27 -1.5150
C -1.20 4.66 -3.95 0.4988
C -2.31 4.38 -4.75 -0.8285
C -3.13 3.31 -4.49 -0.7142
C -2.86 2.46 -3.41 -0.0114
N -3.66 1.38 -3.14 -0.0790
C -3.50 0.47 -2.11 0.0474
O -4.27 -0.45 -1.98 -0.7014
C -2.34 0.75 -1.27 0.1847
C -1.94 0.00 -0.13 -1.5174
C -0.81 0.49 0.45 0.3548
C -0.21 0.04 1.72 0.8048
O -0.90 -0.10 2.71 -0.6303
N 1.14 -0.15 1.75 0.1783
C 1.98 -0.34 0.60 -0.6110
C 2.32 -1.83 0.42 -0.9787
N 2.37 -2.49 1.72 0.1090
C 1.79 -3.71 1.83 0.5171
O 1.42 -4.32 0.83 -0.7114
C 1.64 -4.35 3.15 0.3836
C 1.32 -5.67 3.36 -0.5214
C 1.22 -5.83 4.76 -0.4460
C 1.47 -4.61 5.30 -0.4980
O 1.73 -3.71 4.34 -0.2256
C 2.81 -1.61 2.77 -0.9775
C 1.74 -0.55 3.02 -0.7327
S -0.23 1.93 -0.37 -0.2403
C -1.52 1.83 -1.52 0.7441
C -1.74 2.73 -2.60 1.4951
C -0.92 3.83 -2.89 -0.8096
H 0.49 5.93 -3.55 0.3470
H -0.92 6.76 -4.23 0.3353
H 0.09 5.75 -5.27 0.3356
H -2.53 5.03 -5.59 0.4244
H -3.99 3.11 -5.12 0.3710
H -4.45 1.21 -3.74 0.1748
H -2.46 -0.86 0.22 0.5298
H 1.49 0.02 -0.30 0.4620
H 2.90 0.25 0.75 0.2520
H 3.28 -1.94 -0.09 0.2448
H 1.55 -2.34 -0.16 0.4808
H 1.18 -6.40 2.60 0.5335
H 0.98 -6.73 5.29 0.4597
H 1.50 -4.26 6.31 0.4641
H 3.75 -1.15 2.45 0.3107
H 3.01 -2.17 3.69 0.5943
H 0.94 -0.93 3.65 0.5473
H 2.18 0.33 3.50 0.2191
H -0.07 4.02 -2.25 0.3456

***

# 4
53
Properties=species:S:1:pos:R:3:mulliken_charge:R:1 method="wB97M-V/def2-TZVPD" e_tot_ev=-42672.3218 lumo_energy_ev=0.0 relative_energy_kj_mol=7.9 gap_ev=8.031 e_homo_ev=-8.03 smiles="CCOc1ccc(-c2c(C(=O)N/N=C/c3c[nH]c4ccccc34)nnn2-c2nonc2N)cc1" multiplicity=1
C -2.66 -4.58 1.97 -0.6163
C -1.20 -5.01 2.10 -0.4700
O -0.43 -4.08 2.83 -0.4746
C -0.05 -2.92 2.25 0.7824
C 0.62 -2.02 3.08 -1.0076
C 1.05 -0.81 2.60 -0.3439
C 0.85 -0.46 1.27 0.2040
C 1.24 0.87 0.82 0.3249
C 1.11 2.08 1.51 0.4325
C 0.56 2.32 2.86 -0.1231
O 1.20 2.79 3.78 -0.6416
N -0.74 1.94 3.05 -0.0927
N -1.55 1.24 2.19 -0.5729
C -1.60 1.59 0.96 -0.8196
C -2.20 0.75 -0.03 1.0379
C -3.01 -0.35 0.15 -0.9575
N -3.23 -0.96 -1.04 0.0747
C -2.54 -0.30 -2.02 -0.8214
C -2.41 -0.59 -3.38 -0.9823
C -1.60 0.23 -4.13 -0.6428
C -0.95 1.32 -3.55 -0.7437
C -1.08 1.62 -2.21 -0.0061
C -1.89 0.80 -1.43 1.4141
N 1.55 3.07 0.70 -0.9081
N 1.92 2.58 -0.41 -0.7742
N 1.75 1.24 -0.39 0.6557
C 2.10 0.52 -1.51 0.9119
N 2.15 -0.78 -1.62 -0.2310
O 2.55 -1.04 -2.87 -0.1671
N 2.77 0.10 -3.57 -0.6297
C 2.50 1.10 -2.78 0.1329
N 2.53 2.40 -3.09 -0.2986
C 0.20 -1.36 0.43 -0.4906
C -0.24 -2.57 0.91 -0.3596
H -3.22 -5.35 1.44 0.3588
H -3.10 -4.44 2.95 0.3096
H -2.74 -3.65 1.42 -0.0291
H -1.14 -5.93 2.69 0.3277
H -0.76 -5.21 1.12 0.3339
H 0.77 -2.30 4.11 0.4573
H 1.57 -0.12 3.26 0.6109
H -1.05 1.91 4.01 0.2647
H -1.10 2.48 0.59 0.6974
H -3.45 -0.70 1.07 0.4848
H -3.81 -1.77 -1.18 0.2067
H -2.92 -1.44 -3.82 0.4092
H -1.47 0.03 -5.18 0.4049
H -0.32 1.94 -4.18 0.4333
H -0.57 2.47 -1.79 0.4025
H 2.99 2.67 -3.94 0.2424
H 2.48 3.05 -2.31 0.2596
H 0.02 -1.11 -0.60 0.5921
H -0.74 -3.24 0.23 0.4373

***

What did the first record say?
48
Properties=species:S:1:pos:R:3:mulliken_charge:R:1 method="wB97M-V/def2-TZVPD" e_tot_ev=-45698.8715 lumo_energy_ev=0.6 relative_energy_kj_mol=95.2 gap_ev=9.312 e_homo_ev=-8.71 smiles="[H]/N=C(/N)NC[C@H](Oc1noc2ccc(-c3ccccc3Cl)cc12)c1ccccc1" multiplicity=1
H -4.34 -0.53 0.37 0.3219
N -4.92 -1.13 -0.20 -0.8069
C -4.85 -0.87 -1.45 0.6155
N -5.68 -1.50 -2.25 -0.4672
N -4.04 0.04 -1.99 -0.1480
C -2.84 0.44 -1.22 -1.8111
C -1.77 -0.67 -1.19 0.0265
O -0.69 -0.23 -0.33 -0.2896
C 0.01 -1.16 0.37 0.1221
N -0.05 -2.46 0.26 -0.4650
O 0.90 -3.05 1.16 -0.3976
C 1.48 -1.97 1.82 -0.4046
C 2.46 -1.96 2.80 -1.0011
C 2.97 -0.74 3.26 -0.4531
C 2.46 0.49 2.76 0.4573
C 2.97 1.80 3.25 0.2253
C 2.08 2.83 3.58 -0.3375
C 2.53 4.10 3.84 -0.7229
C 3.91 4.35 3.83 -0.3561
C 4.85 3.39 3.54 -0.6790
C 4.39 2.09 3.27 0.4202
Cl 5.61 0.92 2.81 -0.1934
C 1.46 0.44 1.79 -0.4112
C 1.01 -0.78 1.31 0.9940
C -1.21 -1.04 -2.60 0.2301
C -1.56 -2.23 -3.25 -0.0413
C -1.02 -2.54 -4.51 -0.7341
C -0.13 -1.71 -5.13 -0.3763
C 0.20 -0.48 -4.52 -0.7173
C -0.34 -0.18 -3.26 -0.0608
H -6.26 -2.21 -1.81 0.2711
H -6.15 -0.88 -2.90 0.2321
H -3.94 -0.03 -2.99 0.2962
H -3.07 0.72 -0.19 0.4088
H -2.40 1.33 -1.71 0.3184
H -2.22 -1.56 -0.76 0.7872
H 2.85 -2.90 3.14 0.4208
H 3.73 -0.70 4.03 0.5242
H 1.00 2.66 3.63 0.4509
H 1.84 4.89 4.07 0.3937
H 4.28 5.32 4.05 0.3778
H 5.91 3.59 3.49 0.4260
H 1.05 1.38 1.38 0.6258
H -2.29 -2.85 -2.72 0.3747
H -1.32 -3.45 -5.00 0.3821
H 0.27 -1.94 -6.08 0.4381
H 0.91 0.21 -4.99 0.3651
H -0.03 0.73 -2.75 0.3683